# C11H30I2N12O9

7 unconnected molecules or ions with the total composition C11H30I2N12O9 at a distorted geometry (ωB97M-V with the def2-TZVPD basis set, the Open Molecules 2025 dataset).

Calculated values
SMILES: C/C(I)=C(\I)[C@@H](O)OC=O.NC(N)=O.NC(N)=O.NC(N)=O.NC(N)=O.NC(N)=O.NC(N)=O
Maximum force, hartree/bohr: 0.177
Frontier orbital gap, Ha: 0.3012
Charge: 0

Geometry (Å):
C: 0.609 2.052 -1.942
C: -1.030 1.831 -2.136
I: -1.642 0.541 -3.846
C: -2.054 2.478 -1.240
I: -1.391 3.813 0.421
C: -3.677 2.293 -1.385
O: -4.043 2.897 -2.709
O: -4.145 0.899 -1.427
C: -3.660 0.108 -0.285
O: -4.512 -0.816 0.235
H: 0.871 3.178 -1.683
H: 1.000 1.305 -1.098
H: 1.160 1.748 -2.953
H: -4.228 2.959 -0.562
H: -4.334 3.841 -2.461
H: -2.594 0.148 0.195
N: 1.288 -2.961 -0.448
C: 1.505 -1.634 -0.490
N: 2.798 -1.275 -0.385
O: 0.603 -0.821 -0.612
H: 2.018 -3.645 -0.348
H: 0.329 -3.273 -0.524
H: 3.005 -0.285 -0.411
H: 3.555 -1.930 -0.283
N: -3.938 4.084 4.959
C: -3.330 3.661 3.836
N: -4.078 2.847 3.069
O: -2.193 3.989 3.536
H: -4.873 3.825 5.222
H: -3.409 4.699 5.564
H: -3.659 2.505 2.214
H: -5.017 2.566 3.299
N: 0.185 -7.054 -1.567
C: -0.015 -6.117 -0.623
N: 0.343 -6.489 0.619
O: -0.484 -5.018 -0.873
H: 0.570 -7.965 -1.380
H: -0.071 -6.814 -2.516
H: 0.209 -5.813 1.359
H: 0.731 -7.390 0.845
N: -1.133 -1.612 -7.170
C: -0.215 -1.407 -8.131
N: -0.708 -0.908 -9.278
O: 0.971 -1.654 -7.975
H: -2.113 -1.414 -7.279
H: -0.803 -1.987 -6.290
H: -0.050 -0.739 -10.028
H: -1.681 -0.698 -9.426
N: 0.062 4.642 4.860
C: 1.342 4.240 4.956
N: 1.895 4.422 6.168
O: 1.951 3.748 4.019
H: -0.457 5.049 5.620
H: -0.393 4.523 3.964
H: 2.858 4.132 6.284
H: 1.409 4.825 6.952
N: 5.126 -2.244 3.638
C: 5.505 -2.144 2.351
N: 6.105 -0.983 2.034
O: 5.319 -3.035 1.537
H: 5.270 -1.521 4.323
H: 4.670 -3.102 3.919
H: 6.406 -0.867 1.075
H: 6.267 -0.238 2.690

# C11H30N5O14P

6 unconnected molecules or ions with the total composition C11H30N5O14P at a distorted geometry (ωB97M-V with the def2-TZVPD basis set, the Open Molecules 2025 dataset).

Calculated values
SMILES: CCOP(=O)(OCC)OCC.C[N+](=O)[O-].C[N+](=O)[O-].C[N+](=O)[O-].C[N+](=O)[O-].C[N+](=O)[O-]
Maximum force, hartree/bohr: 0.026
Frontier orbital gap, Ha: 0.3784
Charge: 0

Geometry (Å):
C: -20.716 2.932 20.332
C: -19.469 2.943 19.469
O: -18.392 2.231 20.084
P: -18.013 0.821 19.424
O: -19.120 -0.130 19.200
O: -16.853 0.280 20.380
C: -16.980 -0.967 21.099
C: -15.577 -1.299 21.556
O: -17.217 1.246 18.112
C: -16.564 0.252 17.323
C: -16.031 0.967 16.090
H: -20.454 3.339 21.308
H: -21.455 3.607 19.892
H: -21.210 1.964 20.396
H: -19.633 2.589 18.446
H: -19.202 3.994 19.316
H: -17.716 -0.836 21.893
H: -17.365 -1.723 20.414
H: -15.077 -0.457 22.030
H: -15.484 -2.207 22.151
H: -14.985 -1.502 20.656
H: -15.725 -0.146 17.890
H: -17.280 -0.511 17.021
H: -15.191 1.601 16.382
H: -15.654 0.316 15.296
H: -16.776 1.567 15.564
C: -16.760 7.116 15.107
N: -16.474 7.985 16.252
O: -15.385 8.510 16.304
O: -17.327 8.134 17.096
H: -16.178 7.432 14.250
H: -17.818 7.210 14.877
H: -16.506 6.093 15.363
C: -10.867 4.222 15.335
N: -10.631 3.981 13.879
O: -10.119 4.872 13.244
O: -10.983 2.913 13.417
H: -10.651 3.282 15.833
H: -11.897 4.540 15.468
H: -10.165 4.988 15.646
C: -12.369 -0.882 14.601
N: -13.287 -1.122 13.457
O: -13.132 -2.132 12.815
O: -14.086 -0.243 13.200
H: -11.952 0.118 14.567
H: -11.626 -1.671 14.582
H: -12.968 -1.006 15.504
C: -13.146 -0.095 9.921
N: -12.015 0.689 10.472
O: -10.911 0.167 10.433
O: -12.213 1.838 10.824
H: -13.999 0.522 9.645
H: -13.438 -0.857 10.634
H: -12.879 -0.509 8.950
C: -14.300 3.009 13.451
N: -14.715 4.395 13.817
O: -14.207 4.899 14.803
O: -15.538 4.931 13.105
H: -13.348 2.784 13.917
H: -14.336 2.937 12.371
H: -15.037 2.318 13.857

# C11H30NO2Si2

2 unconnected molecules or ions with the total composition C11H30NO2Si2 (ωB97M-V with the def2-TZVPD basis set, the Open Molecules 2025 dataset).

Calculated values
Maximum force, hartree/bohr: 0.004
Frontier orbital gap, Ha: 0.3751
Charge: +1

Geometry (Å):
C: 1.672 -1.221 4.845
C: 0.647 -0.092 4.619
Si: -0.678 -0.546 3.410
O: -1.647 -1.737 3.997
Si: -3.130 -1.733 4.713
O: -3.179 -0.586 5.896
H: 2.678 -0.909 4.563
H: 1.451 -2.127 4.278
H: 1.726 -1.514 5.893
H: 1.138 0.829 4.290
H: 0.147 0.178 5.553
H: -1.542 0.615 3.038
H: -0.075 -1.047 2.142
H: -4.140 -1.394 3.683
H: -3.315 -3.054 5.316
H: -3.692 0.217 5.763
C: -1.981 0.328 -0.268
C: -0.744 1.215 -0.217
C: -0.305 1.810 -1.551
N: 0.687 1.002 -2.403
C: 0.309 1.194 -3.857
C: 1.179 0.406 -4.818
C: 1.128 -1.081 -4.490
C: 1.520 -1.307 -3.035
C: 0.666 -0.480 -2.088
C: 2.051 1.549 -2.141
H: -1.888 -0.512 -0.955
H: -2.165 -0.088 0.721
H: -2.860 0.903 -0.563
H: 0.085 0.707 0.281
H: -0.961 2.075 0.419
H: 0.192 2.764 -1.387
H: -1.173 1.993 -2.183
H: -0.729 0.867 -3.933
H: 0.343 2.268 -4.042
H: 0.793 0.604 -5.819
H: 2.206 0.777 -4.810
H: 1.782 -1.645 -5.153
H: 0.112 -1.451 -4.655
H: 2.581 -1.102 -2.884
H: 1.372 -2.349 -2.744
H: 0.988 -0.595 -1.056
H: -0.376 -0.787 -2.157
H: 2.254 1.470 -1.075
H: 2.074 2.593 -2.443
H: 2.799 0.994 -2.695

# C11H30O6

6 unconnected molecules or ions with the total composition C11H30O6 at a distorted geometry (ωB97M-V with the def2-TZVPD basis set, the Open Molecules 2025 dataset).

Calculated values
SMILES: C1CCOC1.C1CCOC1.CC(C)O.O.O.O
Maximum force, hartree/bohr: 0.047
Frontier orbital gap, Ha: 0.3499
Relative energy (zero: lowest compared OMol25 entry of this formula, charge and spin), kJ/mol: 0.0
Charge: 0

Geometry (Å):
C: -2.101 -4.443 -2.582
C: -0.934 -4.264 -1.600
C: -1.659 -3.933 -0.279
O: -2.874 -3.356 -0.605
C: -3.229 -3.685 -1.973
H: -2.508 -5.453 -2.549
H: -1.900 -4.233 -3.633
H: -0.460 -3.401 -2.066
H: -0.199 -5.068 -1.649
H: -1.023 -3.314 0.354
H: -1.913 -4.835 0.277
H: -3.390 -2.756 -2.520
H: -4.214 -4.135 -2.100
C: 0.001 2.049 -0.925
C: -0.808 1.483 -2.055
C: -1.011 0.037 -1.691
O: -0.041 -0.292 -0.733
C: 0.726 0.861 -0.258
H: -0.753 2.529 -0.300
H: 0.726 2.774 -1.295
H: -0.188 1.403 -2.948
H: -1.783 1.905 -2.301
H: -0.958 -0.522 -2.625
H: -2.009 -0.083 -1.268
H: 1.769 0.748 -0.556
H: 0.740 0.924 0.830
C: 1.842 3.459 2.542
C: 2.977 4.365 2.060
C: 4.268 4.370 2.944
O: 3.346 4.074 0.751
H: 2.192 2.427 2.494
H: 1.029 3.505 1.818
H: 1.490 3.760 3.528
H: 2.583 5.376 1.953
H: 4.758 3.403 3.057
H: 4.210 4.778 3.953
H: 4.990 5.030 2.463
H: 3.723 3.191 0.737
O: 2.405 -2.435 -0.866
H: 2.994 -2.567 -0.123
H: 1.700 -1.888 -0.520
O: -3.606 -0.007 0.875
H: -2.988 -0.206 1.579
H: -4.177 0.669 1.241
O: -1.537 -0.503 2.281
H: -0.965 -0.468 1.514
H: -1.241 -1.274 2.766

Among the records above, which one has the lowest maximum force?
C11H30NO2Si2

Please write out number 1 again, unchanged.
# C11H30I2N12O9

7 unconnected molecules or ions with the total composition C11H30I2N12O9 at a distorted geometry (ωB97M-V with the def2-TZVPD basis set, the Open Molecules 2025 dataset).

Calculated values
SMILES: C/C(I)=C(\I)[C@@H](O)OC=O.NC(N)=O.NC(N)=O.NC(N)=O.NC(N)=O.NC(N)=O.NC(N)=O
Maximum force, hartree/bohr: 0.177
Frontier orbital gap, Ha: 0.3012
Charge: 0

Geometry (Å):
C: 0.609 2.052 -1.942
C: -1.030 1.831 -2.136
I: -1.642 0.541 -3.846
C: -2.054 2.478 -1.240
I: -1.391 3.813 0.421
C: -3.677 2.293 -1.385
O: -4.043 2.897 -2.709
O: -4.145 0.899 -1.427
C: -3.660 0.108 -0.285
O: -4.512 -0.816 0.235
H: 0.871 3.178 -1.683
H: 1.000 1.305 -1.098
H: 1.160 1.748 -2.953
H: -4.228 2.959 -0.562
H: -4.334 3.841 -2.461
H: -2.594 0.148 0.195
N: 1.288 -2.961 -0.448
C: 1.505 -1.634 -0.490
N: 2.798 -1.275 -0.385
O: 0.603 -0.821 -0.612
H: 2.018 -3.645 -0.348
H: 0.329 -3.273 -0.524
H: 3.005 -0.285 -0.411
H: 3.555 -1.930 -0.283
N: -3.938 4.084 4.959
C: -3.330 3.661 3.836
N: -4.078 2.847 3.069
O: -2.193 3.989 3.536
H: -4.873 3.825 5.222
H: -3.409 4.699 5.564
H: -3.659 2.505 2.214
H: -5.017 2.566 3.299
N: 0.185 -7.054 -1.567
C: -0.015 -6.117 -0.623
N: 0.343 -6.489 0.619
O: -0.484 -5.018 -0.873
H: 0.570 -7.965 -1.380
H: -0.071 -6.814 -2.516
H: 0.209 -5.813 1.359
H: 0.731 -7.390 0.845
N: -1.133 -1.612 -7.170
C: -0.215 -1.407 -8.131
N: -0.708 -0.908 -9.278
O: 0.971 -1.654 -7.975
H: -2.113 -1.414 -7.279
H: -0.803 -1.987 -6.290
H: -0.050 -0.739 -10.028
H: -1.681 -0.698 -9.426
N: 0.062 4.642 4.860
C: 1.342 4.240 4.956
N: 1.895 4.422 6.168
O: 1.951 3.748 4.019
H: -0.457 5.049 5.620
H: -0.393 4.523 3.964
H: 2.858 4.132 6.284
H: 1.409 4.825 6.952
N: 5.126 -2.244 3.638
C: 5.505 -2.144 2.351
N: 6.105 -0.983 2.034
O: 5.319 -3.035 1.537
H: 5.270 -1.521 4.323
H: 4.670 -3.102 3.919
H: 6.406 -0.867 1.075
H: 6.267 -0.238 2.690

charge of number 2 (C11H30N5O14P)?
0